The molecule C2H5ClN2 in a non-equilibrium geometry, computed with ωB97M-V/def2-TZVPD.

Geometry as XYZ:
```
10
Properties=species:S:1:pos:R:3:forces:R:3
H 2.4423 -1.3520 -0.7571 0.7 -0.3 -0.4
N 2.1091 -0.7021 -0.0656 -0.4 -0.3 0.1
C 0.8668 -0.5219 -0.2667 -1.2 1.7 1.2
N 0.1054 -0.9227 -1.3061 -0.1 -1.4 -2.1
C 0.1968 0.3804 0.8509 1.1 -1.2 -2.6
Cl -1.4900 0.8756 0.4607 0.9 -0.1 0.6
H 0.6126 -1.4347 -2.0585 -0.8 0.7 1.0
H -0.9007 -0.7736 -1.4945 1.3 0.2 0.8
H 0.9642 1.1473 0.8784 -0.8 0.8 0.4
H 0.3287 -0.2495 1.6968 -0.8 -0.1 1.1
```
Positions in Å, forces in eV/Å.

Its spin multiplicity is 1. The SMILES is [H]/N=C(\N)CCl. The value obtained for the largest force on an atom is 3.0 eV/Å. The energy above the lowest of the compared OMol25 structures with the same formula, charge and spin is 0.175 eV. The value obtained for the highest occupied orbital energy is -9.42 eV.

Results of the Löwdin charge analysis, in e, for atoms 1 through 8: 0.031, 0.092, -0.587, 0.085, -0.495, 0.541, 0.118, 0.081



The molecule C2H5ClNOPS in a non-equilibrium geometry, computed with ωB97M-V/def2-TZVPD.

Geometry as XYZ:
```
12
Properties=species:S:1:pos:R:3:forces:R:3
S -0.0067 3.0083 -0.5826 0.8 -1.8 0.3
P 0.6905 1.2834 0.0477 -3.1 0.6 2.0
Cl 2.3010 1.2635 1.0878 1.8 0.4 1.2
N 0.9044 -0.0761 -0.9273 -1.9 0.9 -0.1
C 0.0869 -1.1375 -0.2393 0.7 1.1 1.2
C -1.0571 -0.4460 0.5454 1.0 2.0 -2.7
O -0.4235 0.4894 1.4068 1.6 1.1 -3.5
H 0.3498 0.2090 -1.7511 0.5 -0.4 0.0
H 0.7525 -1.6320 0.5027 -0.5 0.2 -0.5
H -0.2298 -1.8112 -0.9761 -0.5 -1.1 -0.9
H -1.8509 0.0512 -0.1370 1.3 -0.6 0.8
H -1.5169 -1.2019 1.0230 -1.8 -2.3 2.4
```
Positions in Å, forces in eV/Å.

Its spin multiplicity is 1. The SMILES is S=[P@]1(Cl)NCCO1. The value obtained for the largest force on an atom is 4.0 eV/Å. The energy above the lowest of the compared OMol25 structures with the same formula, charge and spin is 0.195 eV. The value obtained for the highest occupied orbital energy is -9.58 eV.

Results of the Löwdin charge analysis, in e, for atoms 1 through 8: 0.207, -0.087, 0.427, -0.208, -0.217, -0.317, -0.317, 0.081



A cluster of 2 separate species, C2H5ClNS in total in a non-equilibrium geometry, computed with ωB97M-V/def2-TZVPD.

Geometry as XYZ:
```
10
Properties=species:S:1:pos:R:3:forces:R:3
C 1.5205 -0.0848 -0.0352 0.7 -1.0 1.8
C -1.3094 0.4197 0.4949 -0.4 0.8 5.9
N -1.5828 0.0162 -0.6230 -0.2 -0.3 -3.1
S 3.0268 -0.7611 0.4386 0.1 1.7 -3.5
Cl 1.5584 0.6487 -1.5227 0.2 0.5 -1.1
H -0.8228 1.3994 0.6219 -0.1 -0.7 0.0
H -1.7792 -0.1298 1.4118 1.3 1.0 -1.7
H 2.6164 -1.1650 1.5404 -1.2 -1.1 3.0
H -1.2348 0.4692 -1.4120 0.9 1.4 -1.6
H -1.9930 -0.8126 -0.9146 -1.3 -2.2 0.3
```
Positions in Å, forces in eV/Å.

Its spin multiplicity is 1. The value obtained for the largest force on an atom is 6.0 eV/Å. The energy above the lowest of the compared OMol25 structures with the same formula, charge and spin is 2.380 eV. The value obtained for the highest occupied orbital energy is -13.05 eV. The charge is +1.

Results of the Löwdin charge analysis, in e, for atoms 1 through 8: -1.020, 0.067, 0.180, 0.816, 0.597, 0.124, 0.174, -0.178



A cluster of 2 separate species, C2H5ClOS in total in a non-equilibrium geometry, computed with ωB97M-V/def2-TZVPD.

Geometry as XYZ:
```
10
Properties=species:S:1:pos:R:3:forces:R:3
C 1.2768 0.5647 -0.5979 -1.8 1.4 -0.1
C -1.0658 -0.1642 0.2180 2.0 0.0 -0.1
O -0.8958 -0.1669 1.5706 0.0 1.1 0.6
S -1.1682 -1.8533 -0.3640 1.5 0.4 -0.4
Cl -2.0786 1.0442 -0.5305 -0.1 -0.3 0.4
H 1.2522 0.3584 -1.6227 0.0 -0.8 -1.1
H 1.4163 1.5786 -0.3436 -0.2 1.2 0.1
H 1.5617 -0.0292 0.1729 1.0 -2.3 1.6
H -0.5414 0.6670 1.9829 -0.6 -0.9 -1.1
H 0.2427 -1.9993 -0.4857 -1.8 0.1 0.2
```
Positions in Å, forces in eV/Å.

Its spin multiplicity is 1. The value obtained for the largest force on an atom is 3.0 eV/Å. The energy above the lowest of the compared OMol25 structures with the same formula, charge and spin is 3.651 eV. The value obtained for the highest occupied orbital energy (alpha / beta) is -8.68 / -7.99 eV.

Results of the Löwdin charge analysis, in e, for atoms 1 through 8: 0.064, -1.203, -0.145, 0.704, 0.586, -0.003, -0.008, -0.041



The ion C2H5F2N3 with charge +2 in a non-equilibrium geometry, computed with ωB97M-V/def2-TZVPD.

Geometry as XYZ:
```
12
Properties=species:S:1:pos:R:3:forces:R:3
N 2.4429 0.3701 -0.0022 -3.1 2.5 -0.1
C 1.3222 -0.2469 0.0491 -0.9 -0.4 -0.4
F 1.3927 -1.5109 0.0461 -0.5 -0.6 0.2
N 0.0047 0.3001 0.0217 1.2 -4.2 0.1
C -1.1734 -0.4163 0.0434 -3.3 0.9 -0.3
N -2.4298 0.1117 0.0264 3.1 -0.3 -0.2
F -1.1263 -1.6995 0.0518 0.3 1.0 -0.2
H 2.4750 1.3776 -0.0961 0.2 0.3 0.1
H 3.2920 -0.0895 0.0625 2.2 -1.6 0.1
H -0.1121 1.2308 0.1576 -0.2 3.8 0.3
H -2.9227 1.0102 -0.0286 1.8 1.0 0.5
H -3.1651 -0.4374 -0.3315 -0.8 -2.4 -0.1
```
Positions in Å, forces in eV/Å.

Its spin multiplicity is 1. The SMILES is N/C(F)=[NH+]/C(=[NH2+])F. The value obtained for the largest force on an atom is 4.3 eV/Å. The energy above the lowest of the compared OMol25 structures with the same formula, charge and spin is 0.160 eV. The value obtained for the highest occupied orbital energy is -21.98 eV. The charge is +2.

Results of the Löwdin charge analysis, in e, for atoms 1 through 8: 0.391, -0.244, 0.303, 0.301, -0.215, 0.329, 0.287, 0.192



A cluster of 2 separate species, C2H5FIN in total in a non-equilibrium geometry, computed with ωB97M-V/def2-TZVPD.

Geometry as XYZ:
```
10
Properties=species:S:1:pos:R:3:forces:R:3
C 0.0370 0.6535 -0.0517 3.2 0.2 -1.7
C -0.4144 -1.7928 -0.5233 5.9 1.6 2.0
N -0.7967 -0.5309 -0.0997 -0.5 2.4 2.0
F -1.3815 -2.5393 -0.2955 -4.0 -3.8 0.4
I 0.1656 -1.7122 -2.6055 0.1 -0.1 0.1
H -0.0335 1.2461 -0.9655 -0.8 0.2 0.0
H -0.0834 1.3435 0.8147 -0.2 -1.0 -0.5
H 1.1525 0.3981 -0.1911 -1.3 0.0 1.0
H 0.7459 -2.4967 0.2778 -2.6 2.0 -2.2
H -1.3371 -0.4343 0.7794 0.1 -1.5 -1.0
```
Positions in Å, forces in eV/Å.

Its spin multiplicity is 1. The value obtained for the largest force on an atom is 6.5 eV/Å. The energy above the lowest of the compared OMol25 structures with the same formula, charge and spin is 2.547 eV. The value obtained for the highest occupied orbital energy is -9.00 eV.

Results of the Löwdin charge analysis, in e, for atoms 1 through 8: -0.162, -1.003, -0.159, 0.019, 0.755, 0.053, 0.091, 0.091



A structure of composition C2H5FInO2 in a non-equilibrium geometry, computed with ωB97M-V/def2-TZVPD.

Geometry as XYZ:
```
11
Properties=species:S:1:pos:R:3:forces:R:3
In -0.4948 2.5598 0.1917 1.1 -5.1 -0.6
O -0.8536 4.4016 -0.2463 -0.4 2.1 -0.8
C -0.5281 3.8924 3.2354 0.4 0.1 1.2
O -0.7811 3.6780 1.8628 -0.3 1.1 1.0
C -0.9071 4.8587 1.0188 -0.3 1.9 1.1
H -0.3624 2.9121 3.7064 -0.3 0.2 -0.3
H 0.3920 4.4837 3.3729 -0.3 -0.1 -0.2
H -1.3684 4.4475 3.6818 0.2 -0.3 -0.1
H -1.8697 5.3417 1.2929 0.3 -0.2 -0.2
H -0.0729 5.5415 1.2926 -0.3 -0.3 -0.2
F 0.1375 0.7820 3.1389 -0.2 0.6 -0.8
```
Positions in Å, forces in eV/Å.

Its spin multiplicity is 2. The value obtained for the largest force on an atom is 5.2 eV/Å. The energy above the lowest of the compared OMol25 structures with the same formula, charge and spin is 0.258 eV. Its expectation value of S² is 0.7696. The value obtained for the highest occupied orbital energy (alpha / beta) is -9.71 / -8.29 eV.

Results of the Löwdin charge analysis, in e, for atoms 1 through 8: 1.092, -0.309, -0.064, -0.381, -0.395, 0.080, 0.105, 0.106



The molecule C2H5FN2O in a non-equilibrium geometry, computed with ωB97M-V/def2-TZVPD.

Geometry as XYZ:
```
11
Properties=species:S:1:pos:R:3:forces:R:3
H 0.5221 2.0150 -0.0719 1.9 1.4 0.1
N -0.2623 1.4475 -0.0361 -1.5 0.9 -0.1
C -0.0097 0.2402 -0.0657 -0.3 -3.6 0.2
C 1.3314 -0.5434 -0.0146 -2.0 -0.1 -2.6
F 2.4102 0.2446 -0.1829 0.7 0.9 0.1
N -1.1351 -0.6458 -0.1785 1.6 0.2 -0.2
O -2.3202 0.0592 -0.1855 -0.2 0.7 0.8
H 1.2828 -1.2587 -0.8897 0.1 0.5 1.1
H 1.3887 -1.0417 0.9094 0.2 -0.8 1.2
H -1.1781 -1.4304 0.4736 0.1 0.4 -0.1
H -2.0297 0.9136 0.2419 -0.6 -0.4 -0.5
```
Positions in Å, forces in eV/Å.

Its spin multiplicity is 1. The SMILES is [H]/N=C(\CF)NO. The value obtained for the largest force on an atom is 3.6 eV/Å. The energy above the lowest of the compared OMol25 structures with the same formula, charge and spin is 1.768 eV. The value obtained for the highest occupied orbital energy is -9.36 eV.

Results of the Löwdin charge analysis, in e, for atoms 1 through 8: 0.047, 0.161, -0.372, -0.153, -0.011, -0.061, -0.073, 0.144



A cluster of 2 separate species, C2H5FO in total in a non-equilibrium geometry, computed with ωB97M-V/def2-TZVPD.

Geometry as XYZ:
```
9
Properties=species:S:1:pos:R:3:forces:R:3
C -0.7754 0.1962 -0.7932 3.1 -1.4 2.5
C -0.6772 -0.0850 0.7305 -1.8 0.2 -2.0
O 0.2521 -0.6842 1.1717 0.9 -0.3 0.9
H 0.0948 -0.3728 -1.1558 -0.5 0.1 -0.4
H -1.6525 -0.1178 -1.2214 -2.2 -0.7 -0.9
H -0.5633 1.1974 -0.9845 0.0 1.9 -0.3
H -1.5838 0.1737 1.3320 0.6 0.1 0.1
F 2.7854 0.1835 0.4388 -0.5 -0.7 -0.1
H 2.1198 -0.4911 0.4817 0.4 0.8 0.2
```
Positions in Å, forces in eV/Å.

Its spin multiplicity is 1. The SMILES is CC=O.F. The value obtained for the largest force on an atom is 4.3 eV/Å. The energy above the lowest of the compared OMol25 structures with the same formula, charge and spin is 0.070 eV. The value obtained for the highest occupied orbital energy is -10.56 eV.

Results of the Löwdin charge analysis, in e, for atoms 1 through 8: -0.021, -0.270, 0.031, 0.087, 0.043, 0.057, 0.124, -0.108



A cluster of 2 separate species, C2H5FO2 in total in a non-equilibrium geometry, computed with ωB97M-V/def2-TZVPD.

Geometry as XYZ:
```
10
Properties=species:S:1:pos:R:3:forces:R:3
C -0.0073 -0.8521 -0.3518 -2.0 0.8 -0.5
C -0.3522 0.3467 0.5196 0.8 0.7 -1.3
O 1.3182 -1.1387 -0.4673 0.9 -1.5 0.8
O -1.5308 0.9836 0.2789 0.4 1.1 2.3
F 0.0370 0.1766 1.7833 -0.5 0.6 0.0
H -0.5041 -1.7196 0.1751 0.4 0.6 -0.9
H -0.4455 -0.6034 -1.3570 -0.1 -0.6 0.9
H 1.4007 1.5219 -0.7302 -0.8 -0.4 0.7
H 1.8420 -0.4326 -0.8316 -0.1 1.0 -0.2
H -1.7580 1.7174 0.9811 1.0 -2.2 -1.8
```
Positions in Å, forces in eV/Å.

Its spin multiplicity is 1. The value obtained for the largest force on an atom is 3.0 eV/Å. The energy above the lowest of the compared OMol25 structures with the same formula, charge and spin is 4.995 eV. The value obtained for the highest occupied orbital energy (alpha / beta) is -9.81 / -8.06 eV.

Results of the Löwdin charge analysis, in e, for atoms 1 through 8: -0.283, -0.388, -0.070, 0.043, 0.094, 0.152, 0.137, 0.104